No. 1
8
Properties=species:S:1:pos:R:3:forces:R:3:nbo_charge:R:1 method="wB97M-V/def2-TZVPD" total_charge=-1 lumo_energy_ha="0.1253 / 0.1485" homo_lumo_gap_ha="0.2330 / 0.3485" mol_weight_g_mol=108.1 spin_multiplicity=1
C -0.963 -0.614 -1.334 -0.9 -0.7 -2.1 -0.23
N -0.539 -1.545 -0.649 0.4 0.1 0.7 -0.31
O 0.570 1.561 0.279 0.3 -0.2 0.9 -1.00
O 2.253 0.044 1.315 0.1 0.5 0.4 -0.98
O 0.171 0.609 2.547 -0.3 0.6 1.4 -0.98
S 0.865 0.507 1.291 -0.3 -1.1 -2.9 2.11
H -1.401 -1.026 -2.413 0.7 1.4 2.1 0.14
H -0.956 0.464 -1.037 0.0 -0.7 -0.4 0.25


No. 2
100
Properties=species:S:1:pos:R:3:forces:R:3:mulliken_charge:R:1 method="wB97M-V/def2-TZVPD" lumo_energy_ha=-0.0017 smiles="CN(C)C=O.CN(C)C=O.CN(C)C=O.CN(C)C=O.CN(C)C=O.CN(C)C=O.CN(C)C=O.BrCCBr.BrCCBr" homo_lumo_gap_ha=0.3323 mol_weight_g_mol=887.4 spin_multiplicity=1
Br -15.822 -4.960 -2.801 -0.3 -0.5 0.2 -0.15
C -17.736 -4.916 -3.199 0.0 0.6 -0.6 -0.59
C -17.958 -4.409 -4.624 0.7 0.4 0.4 -0.24
Br -17.254 -2.551 -4.703 -0.5 -0.4 -0.2 -0.15
H -18.163 -4.193 -2.511 0.0 -0.1 0.2 0.40
H -18.181 -5.892 -3.027 0.2 -0.1 -0.1 0.43
H -19.014 -4.381 -4.878 0.0 0.1 0.0 0.56
H -17.382 -4.926 -5.387 0.0 -0.2 0.1 -0.24
Br -11.756 -10.798 -3.183 0.2 0.5 0.2 -0.14
C -10.710 -9.180 -2.713 0.3 -0.8 0.5 0.12
C -10.745 -8.925 -1.218 -0.9 -0.1 0.0 -0.61
Br -10.033 -7.135 -0.870 -0.1 -0.4 0.0 -0.17
H -11.124 -8.377 -3.307 0.1 0.1 0.0 -0.23
H -9.688 -9.431 -2.976 0.0 0.2 -0.4 0.32
H -10.220 -9.679 -0.636 0.5 0.2 -0.2 0.43
H -11.760 -8.967 -0.825 -0.1 0.4 -0.2 0.39
C -13.927 0.196 -0.692 0.1 0.1 0.5 0.19
O -14.515 0.614 0.287 0.0 -0.1 -0.2 -0.59
N -14.344 -0.779 -1.522 0.0 -0.3 -1.1 0.13
C -13.536 -1.193 -2.665 -0.2 -0.7 1.0 -0.56
C -15.571 -1.500 -1.307 -0.4 -0.7 1.0 -0.80
H -12.920 0.563 -0.961 -0.1 0.1 -0.1 0.27
H -13.554 -2.286 -2.651 0.1 0.0 -0.3 0.10
H -12.500 -0.918 -2.486 0.0 0.2 -0.4 0.27
H -13.933 -0.869 -3.627 0.1 0.3 0.0 0.17
H -15.446 -2.577 -1.126 0.8 0.1 0.0 0.23
H -15.983 -1.146 -0.363 -0.4 0.4 -0.3 0.35
H -16.273 -1.526 -2.143 0.0 0.8 0.0 0.18
C -10.966 -1.911 -5.021 0.7 0.4 -0.6 0.34
O -11.076 -2.536 -3.987 -0.3 -0.1 -0.1 -0.65
N -10.050 -2.144 -5.998 -0.4 -0.4 1.2 0.20
C -9.860 -1.192 -7.071 -0.2 -0.8 -0.3 -0.79
C -9.102 -3.252 -5.822 -0.6 0.5 -1.6 -0.86
H -11.566 -1.025 -5.302 -0.3 -0.1 0.4 0.17
H -8.823 -0.854 -7.067 -0.1 0.3 -0.1 0.30
H -10.589 -0.392 -6.972 0.3 0.3 0.2 0.29
H -10.080 -1.657 -8.038 0.2 -0.1 0.0 0.22
H -9.376 -3.882 -4.987 0.2 0.3 0.4 0.26
H -9.212 -3.862 -6.726 0.4 -0.1 0.1 0.24
H -8.102 -2.819 -5.806 0.2 -0.4 0.4 0.33
C -9.162 -10.051 -8.544 0.5 -1.1 0.8 0.23
O -8.060 -10.481 -8.837 -0.3 0.6 -0.3 -0.63
N -9.681 -10.176 -7.289 -0.8 0.6 0.3 0.12
C -11.055 -9.828 -7.037 -0.7 -0.5 0.3 -0.30
C -8.969 -10.714 -6.159 1.1 -0.3 -0.5 -0.89
H -9.903 -9.600 -9.213 0.3 0.1 -0.3 0.33
H -11.156 -9.253 -6.110 0.1 0.3 -0.2 -0.09
H -11.672 -10.722 -6.865 0.2 -0.1 0.0 0.33
H -11.527 -9.312 -7.870 0.3 0.2 0.0 -0.02
H -8.904 -10.019 -5.321 -0.4 0.1 0.0 0.23
H -9.363 -11.678 -5.835 -0.2 0.1 0.1 0.31
H -7.940 -10.884 -6.480 0.0 -0.1 0.0 0.36
C -11.599 -6.836 -9.372 -0.1 0.6 0.7 -0.16
O -10.493 -7.321 -9.244 0.0 -0.1 -0.3 -0.61
N -11.849 -5.540 -9.683 0.6 -0.8 -0.6 0.32
C -10.760 -4.617 -9.938 -0.4 0.7 0.2 -0.91
C -13.176 -5.017 -9.806 -0.3 -0.5 1.5 -1.15
H -12.517 -7.365 -9.060 0.0 -0.2 -0.5 0.53
H -11.003 -3.759 -9.300 0.5 0.2 -0.2 0.18
H -10.720 -4.275 -10.976 -0.2 -0.1 0.0 0.29
H -9.774 -4.999 -9.697 -0.2 -0.4 0.3 0.34
H -13.456 -4.399 -8.935 0.6 0.6 -0.3 0.34
H -13.396 -4.488 -10.728 1.2 -0.4 -0.1 0.35
H -13.954 -5.771 -9.630 0.4 -0.5 -0.6 0.29
C -17.642 -9.888 -7.662 0.0 0.6 0.2 0.19
O -18.428 -10.802 -7.578 -0.1 -0.2 0.1 -0.58
N -17.676 -8.730 -6.946 0.3 -0.4 -0.7 0.15
C -18.683 -8.502 -5.945 -0.5 -0.3 0.2 -0.97
C -16.720 -7.683 -7.217 -0.8 1.3 1.0 -0.66
H -16.788 -9.882 -8.359 0.0 -0.1 -0.1 0.29
H -18.304 -8.742 -4.947 0.0 0.1 0.1 0.29
H -19.538 -9.148 -6.146 0.1 -0.1 0.0 0.37
H -19.075 -7.484 -5.938 0.3 0.2 -0.2 0.29
H -17.283 -6.754 -7.381 0.1 -0.1 -0.5 0.18
H -16.149 -7.429 -6.314 0.4 -0.4 -0.2 0.35
H -16.095 -7.864 -8.084 0.1 -0.3 0.1 0.05
C -17.123 -3.865 -8.519 0.2 0.3 0.2 0.29
O -17.778 -4.808 -8.906 -0.3 -0.3 0.0 -0.67
N -16.119 -3.293 -9.210 0.1 0.2 -0.4 0.22
C -15.336 -2.189 -8.733 0.0 1.0 0.1 -0.81
C -15.715 -3.764 -10.510 0.3 -0.8 -0.4 -0.70
H -17.272 -3.373 -7.549 -0.1 0.0 0.1 0.22
H -14.266 -2.398 -8.639 -0.1 -0.4 0.1 0.21
H -15.672 -1.780 -7.781 -0.2 -0.4 0.1 0.23
H -15.398 -1.349 -9.435 -0.1 -0.1 -0.1 0.38
H -14.715 -4.206 -10.420 -1.7 1.1 -0.4 -0.12
H -16.311 -4.579 -10.916 -0.5 0.1 0.5 0.34
H -15.733 -2.976 -11.266 0.1 0.2 0.1 0.46
C -14.232 -4.667 -5.820 -0.3 0.3 0.5 -0.43
O -15.089 -4.687 -6.689 0.1 -0.2 -0.2 -0.31
N -13.266 -5.575 -5.628 0.0 -0.3 0.6 0.58
C -12.312 -5.464 -4.542 0.9 -1.0 -0.3 -0.75
C -13.175 -6.765 -6.435 0.2 -0.1 -0.7 -0.70
H -14.214 -3.874 -5.055 0.1 0.1 -0.1 0.70
H -12.173 -6.443 -4.067 -0.5 0.0 0.0 0.04
H -12.549 -4.767 -3.746 -0.1 0.4 -0.4 0.22
H -11.323 -5.300 -4.981 0.0 0.6 0.2 0.21
H -14.030 -6.785 -7.105 0.0 -0.1 0.0 -0.23
H -12.260 -6.779 -7.038 0.0 0.3 0.2 0.45
H -13.132 -7.693 -5.862 -0.3 0.2 0.4 0.30


No. 3
19
Properties=species:S:1:pos:R:3:forces:R:3:nbo_charge:R:1 method="wB97M-V/def2-TZVPD" lumo_energy_ha=0.0318 smiles=COC(C)(C)OC homo_lumo_gap_ha=0.3905 mol_weight_g_mol=104.1 spin_multiplicity=1
C -2.062 -0.625 -0.422 0.5 -4.9 0.7 -0.27
C 0.006 0.330 -0.102 1.4 4.4 -0.4 0.53
C 0.169 -0.188 1.288 0.4 -3.2 0.6 -0.69
C -0.227 1.898 -0.305 0.6 -0.4 2.5 -0.66
C 2.011 -0.792 -0.517 0.5 -0.9 -1.7 -0.25
H -1.964 -1.261 0.498 -0.3 1.5 0.3 0.17
H -2.656 -1.462 -0.906 0.9 1.4 -0.9 0.20
H -2.628 0.233 -0.350 -1.2 1.9 0.4 0.18
H 0.042 -1.343 0.965 0.7 2.1 1.7 0.22
H -0.657 0.016 1.965 0.2 0.2 0.1 0.23
H 1.225 0.000 1.772 -2.4 -0.2 -1.0 0.24
H -1.316 2.264 -0.009 2.5 -0.4 -0.9 0.21
H 0.265 2.086 -1.312 -1.6 0.2 1.1 0.25
H 0.642 2.200 0.468 -2.4 0.3 -1.5 0.22
H 2.900 -0.761 -1.201 -1.0 0.0 0.5 0.19
H 2.359 -0.866 0.474 0.8 -0.4 1.2 0.16
H 1.368 -1.675 -0.732 0.6 0.4 -0.1 0.18
O -0.758 -0.439 -0.917 -1.6 -1.1 -1.4 -0.54
O 1.281 0.385 -0.657 1.3 -0.9 -1.1 -0.55


No. 4
51
Properties=species:S:1:pos:R:3:forces:R:3:nbo_charge:R:1 method="wB97M-V/def2-TZVPD" lumo_energy_ha=0.0150 smiles="C[C@@H](Nc1ccc(Br)cc1)C(=O)N/N=C/c1ccccc1OCc1ccccc1" homo_lumo_gap_ha=0.3017 mol_weight_g_mol=452.4 spin_multiplicity=1
C 2.770 4.534 0.899 -0.1 -0.1 0.1 -0.63
H 2.785 5.599 1.119 0.0 0.0 0.0 0.24
H 2.944 4.416 -0.167 0.1 0.0 -0.1 0.21
H 3.580 4.068 1.456 0.2 -0.1 0.0 0.21
C 1.409 3.977 1.329 -0.1 0.2 -0.2 -0.13
N 0.336 4.845 0.885 0.0 0.1 0.7 -0.59
C -0.225 4.798 -0.371 -0.2 0.2 -0.5 0.18
C 0.376 4.162 -1.460 0.0 0.0 0.3 -0.23
C -0.206 4.203 -2.712 -0.2 0.1 -0.1 -0.22
C -1.393 4.887 -2.895 -0.1 0.0 -0.3 -0.12
C -2.012 5.526 -1.834 0.0 -0.1 -0.1 -0.21
C -1.431 5.475 -0.586 0.1 -0.1 0.0 -0.24
H -1.917 5.965 0.246 0.0 0.1 0.1 0.21
H -2.943 6.051 -1.982 -0.1 0.0 0.0 0.23
Br -2.190 4.949 -4.627 0.1 0.0 0.2 0.03
H 0.265 3.699 -3.542 0.0 0.0 -0.1 0.23
H 1.294 3.611 -1.341 0.1 0.0 0.0 0.20
H -0.316 5.122 1.602 0.1 -0.1 0.0 0.39
H 1.379 3.983 2.426 0.0 0.0 -0.2 0.23
C 1.089 2.516 0.929 -0.1 0.2 0.3 0.64
O -0.052 2.113 0.978 0.0 -0.2 0.0 -0.60
N 2.167 1.770 0.572 0.3 0.2 0.0 -0.44
N 2.261 0.468 0.190 0.2 -0.5 -0.1 -0.26
C 1.245 -0.293 0.055 -0.5 0.8 0.3 0.05
C 1.437 -1.668 -0.360 0.0 -0.7 -0.2 -0.18
C 2.709 -2.177 -0.620 -0.3 0.0 0.0 -0.15
C 2.886 -3.487 -1.014 0.1 -0.1 0.0 -0.25
C 1.782 -4.311 -1.153 0.1 0.1 0.0 -0.18
C 0.508 -3.833 -0.902 -0.3 0.0 0.0 -0.32
C 0.316 -2.514 -0.506 0.6 0.1 -0.1 0.41
O -0.895 -1.959 -0.246 0.1 0.2 0.1 -0.51
C -2.060 -2.745 -0.372 -0.4 0.0 -0.1 -0.10
C -2.164 -3.862 0.639 0.1 0.0 0.0 0.03
C -2.887 -5.010 0.341 0.1 0.2 0.0 -0.25
C -2.995 -6.028 1.272 -0.1 -0.1 0.0 -0.19
C -2.376 -5.910 2.505 0.0 -0.1 0.0 -0.22
C -1.655 -4.768 2.806 0.0 0.0 0.1 -0.20
C -1.552 -3.746 1.880 0.0 0.1 -0.1 -0.24
H -0.993 -2.852 2.114 0.1 0.1 0.0 0.22
H -1.171 -4.670 3.767 0.0 0.0 0.1 0.21
H -2.456 -6.707 3.229 0.0 -0.1 0.1 0.21
H -3.560 -6.916 1.032 0.0 -0.1 0.0 0.21
H -3.366 -5.106 -0.623 0.0 0.0 -0.1 0.21
H -2.149 -3.143 -1.393 0.0 0.0 0.1 0.18
H -2.877 -2.033 -0.213 0.1 -0.1 -0.1 0.21
H -0.332 -4.502 -1.006 -0.1 0.0 0.0 0.22
H 1.907 -5.340 -1.458 0.0 -0.1 0.0 0.21
H 3.877 -3.867 -1.211 0.1 0.0 0.0 0.21
H 3.548 -1.511 -0.501 0.1 0.1 0.0 0.23
H 0.222 0.020 0.234 0.1 0.2 0.0 0.23
H 3.082 2.200 0.591 -0.3 0.0 0.0 0.40